Run A
13
Properties=species:S:1:pos:R:3 method="wB97M-V/def2-TZVPD" homo_lumo_gap_ev=9.89
C 0.329 -1.661 -0.109
C -0.698 0.838 -0.906
C 0.021 0.272 0.264
N -0.609 0.412 1.460
O 1.527 -1.809 -0.426
O -0.583 -2.364 -0.024
Br 2.123 1.016 0.014
H -1.779 0.611 -1.004
H -0.836 1.859 -0.916
H -0.278 0.648 -1.785
H -0.773 1.289 1.916
H -0.529 -0.272 2.168
H 2.084 -0.840 -0.650


Run B
13
Properties=species:S:1:pos:R:3 method="wB97M-V/def2-TZVPD" homo_lumo_gap_ev=10.37
C -0.570 0.967 1.295
C 0.515 -1.698 -0.853
C 0.502 -0.240 -1.386
N -0.548 0.034 2.201
O -0.843 2.284 1.366
O -0.019 0.815 -0.065
Br -0.759 0.173 -2.703
H 0.955 -1.565 0.170
H 1.015 -2.405 -1.422
H -0.547 -1.931 -0.852
H 1.488 0.288 -1.599
H -0.918 0.477 3.030
H -0.270 2.801 0.818


What should be chosen as the least stable of them? Choose run B.


Run A
20
Properties=species:S:1:pos:R:3 method="wB97M-V/def2-TZVPD" total_charge=+1 homo_lumo_gap_ev=7.75
C 1.144 0.373 0.183
C 2.314 0.253 0.550
C 0.035 0.780 -0.515
C -1.216 -0.043 -0.377
C 3.600 -0.038 1.089
C -1.137 -0.911 0.909
N -1.583 -0.998 -1.601
N -0.846 -0.969 -2.537
N -2.527 0.711 -0.314
S 0.355 0.003 -2.772
H 0.038 1.784 -0.884
H 4.363 -0.146 0.250
H 3.580 -0.997 1.507
H 3.800 0.784 1.904
H -0.910 -0.282 1.772
H -0.390 -1.665 0.803
H -2.153 -1.383 0.950
H -2.988 0.775 0.648
H -3.166 0.376 -0.941
H -2.313 1.593 -0.625


Run B
20
Properties=species:S:1:pos:R:3 method="wB97M-V/def2-TZVPD" total_charge=+1 smiles="[NH3+]CS/C=C/n1ccnc1" homo_lumo_gap_ev=8.17
C 3.207 1.472 -2.103
C 2.807 0.441 -1.328
C 1.887 2.367 -0.655
C -1.414 -1.369 1.001
C 1.236 0.202 0.501
C 0.445 0.749 1.426
N 2.679 2.640 -1.618
N 1.885 0.999 -0.421
N -2.618 -0.675 0.368
S -0.533 -0.415 2.300
H 3.837 1.673 -2.938
H 3.180 -0.514 -1.414
H 1.203 2.865 -0.030
H -1.532 -2.261 1.535
H -0.814 -1.524 0.219
H 1.401 -0.783 0.261
H 0.246 1.706 1.612
H -2.393 0.257 0.161
H -3.253 -0.637 1.155
H -3.076 -1.206 -0.440


What should be chosen as the least stable of them? Choose run A.


Run A
19
Properties=species:S:1:pos:R:3 method="wB97M-V/def2-TZVPD" smiles="O=CNCCCO.O" homo_lumo_gap_ev=10.25
O -3.477 0.053 1.242
C -2.509 -0.325 0.623
N -1.089 -0.087 0.877
C -0.449 0.475 -0.358
C 1.065 0.230 -0.287
C 1.846 1.421 0.106
O 2.986 1.177 0.857
H -2.817 -0.929 -0.193
H -0.842 0.658 1.606
H -0.812 -0.074 -1.220
H -0.603 1.539 -0.565
H 1.761 -0.411 -1.094
H 1.168 -0.658 0.470
H 2.348 1.986 -0.719
H 1.299 2.285 0.537
H 2.804 0.452 1.584
H -0.993 -3.027 -1.761
H -0.600 -2.504 -0.495
O -1.088 -2.262 -1.209


Run B
19
Properties=species:S:1:pos:R:3 method="wB97M-V/def2-TZVPD" smiles="O=CNCCCO.O" homo_lumo_gap_ev=10.79
O -0.589 -2.848 0.227
C -1.150 -1.748 0.203
N -1.024 -0.851 -0.806
C -1.301 0.580 -0.589
C -0.207 1.298 0.239
C 1.153 1.353 -0.509
O 1.090 2.119 -1.713
H -1.833 -1.355 0.995
H -0.382 -1.104 -1.427
H -1.483 1.077 -1.594
H -2.270 0.638 -0.061
H -0.103 0.761 1.213
H -0.520 2.300 0.469
H 1.932 1.893 0.159
H 1.560 0.378 -0.621
H 0.902 1.542 -2.410
H 0.895 -2.336 1.573
H 1.958 -2.085 2.634
O 1.372 -1.611 2.018


Run C
19
Properties=species:S:1:pos:R:3 method="wB97M-V/def2-TZVPD" homo_lumo_gap_ev=9.81
C -1.325 0.021 -0.031
C -2.338 1.020 0.508
O -1.073 0.010 -1.283
O -1.520 -1.228 0.585
H 0.420 0.443 -1.439
H -1.380 -1.893 -0.102
H -0.118 0.441 0.539
H -2.370 0.985 1.596
H -2.086 2.022 0.162
H -3.325 0.760 0.121
C 1.963 -1.571 -0.007
C 1.281 0.686 0.342
O 1.871 -0.423 0.844
N 1.310 0.906 -1.007
H 1.249 1.895 -1.218
H 1.465 1.526 1.008
H 2.448 -2.338 0.589
H 2.554 -1.347 -0.897
H 0.972 -1.915 -0.307


What should be chosen as the least stable of them? Choose run A.


Run A
16
Properties=species:S:1:pos:R:3 method="wB97M-V/def2-TZVPD" smiles=CSS.O.O.O homo_lumo_gap_ev=8.58
C 0.664 0.428 0.256
S 0.828 1.205 -1.399
S 2.869 1.718 -1.339
H 1.456 0.890 0.831
H 0.816 -0.643 0.194
H -0.279 0.771 0.657
H 2.888 1.827 -2.674
H -0.416 -2.725 1.172
H -0.841 -4.179 1.171
O -0.364 -3.529 1.701
H -1.550 1.631 6.140
H -2.791 0.754 5.903
O -1.922 0.763 6.321
H -4.152 -2.016 -4.217
H -5.387 -2.370 -3.423
O -4.428 -2.495 -3.412


Run B
16
Properties=species:S:1:pos:R:3 method="wB97M-V/def2-TZVPD" smiles=CSS.O.O.O homo_lumo_gap_ev=9.82
C -0.335 1.552 -0.057
S -1.371 0.290 -0.849
S -2.686 -0.146 0.703
H 0.208 1.103 0.808
H 0.396 1.922 -0.849
H -0.951 2.351 0.253
H -1.938 -0.999 1.422
H 1.617 -1.225 -0.771
H 0.240 -1.456 -0.082
O 1.174 -1.680 0.034
H 3.169 -0.296 2.328
H 2.254 -0.803 1.178
O 2.948 -0.068 1.423
H 3.589 -0.143 -1.856
H 3.068 0.323 -0.508
O 2.788 0.199 -1.362


What should be chosen as the least stable of them? Choose run A.


Run A
55
Properties=species:S:1:pos:R:3 method="wB97M-V/def2-TZVPD" homo_lumo_gap_ev=6.41
C -5.557 -3.475 0.891
C -4.859 -2.094 0.978
C -4.350 -1.438 -0.381
O -3.923 -0.256 -0.261
C -2.676 -0.229 0.009
C -1.889 -1.141 0.628
C -0.618 -0.888 1.085
C -0.083 0.570 0.738
C -0.990 1.598 0.379
C -2.202 1.247 0.111
O -3.225 2.391 -0.275
C -2.900 3.635 -0.595
C -2.773 4.166 0.690
H -3.757 4.387 1.302
H -2.568 5.371 0.459
H -2.138 3.926 1.636
H -1.789 3.437 -0.946
H -3.596 3.881 -1.088
H -0.453 2.689 0.364
C 1.291 0.896 1.249
N 2.115 -0.082 1.275
N 3.339 0.339 1.688
C 4.414 -0.600 1.654
O 4.150 -1.852 1.820
C 5.820 0.040 1.318
H 6.640 -0.912 1.589
H 6.003 0.380 2.379
S 6.109 0.995 0.001
C 5.477 -0.442 -1.106
C 4.111 -0.476 -1.356
C 3.367 -1.507 -1.326
C 1.961 -1.663 -1.622
C 1.374 -0.429 -1.849
C 2.024 0.596 -2.028
C 3.374 0.666 -1.784
H 4.010 1.852 -1.852
H 1.542 1.625 -2.464
N -0.070 -0.466 -1.860
O -0.647 -1.519 -2.151
O -0.739 0.709 -2.212
H 1.501 -2.622 -1.218
H 3.721 -2.448 -0.731
H 5.846 -1.415 -0.869
H 6.017 -0.234 -2.104
H 3.637 1.286 1.381
H 1.787 1.838 1.069
H 0.235 -1.649 1.263
H -2.027 -2.227 0.648
H -5.324 -1.329 -1.147
H -3.906 -2.138 -0.759
H -5.739 -1.353 1.330
H -4.166 -2.078 1.647
H -5.780 -3.794 1.659
H -4.794 -4.249 0.519
H -6.325 -3.517 0.225


Run B
55
Properties=species:S:1:pos:R:3 method="wB97M-V/def2-TZVPD" smiles="CNc1ccccc1C(=O)O[C@@H](C)C(=O)Nc1ccc(S(=O)(=O)N2CCCC2)cc1" homo_lumo_gap_ev=8.21
C -0.107 -2.479 2.312
N 1.079 -1.994 1.652
C 1.346 -2.142 0.343
C 0.459 -2.831 -0.508
C 0.738 -2.997 -1.840
C 1.917 -2.494 -2.393
C 2.788 -1.798 -1.596
C 2.529 -1.597 -0.231
C 3.393 -0.718 0.534
O 3.271 -0.451 1.725
O 4.343 -0.113 -0.221
C 4.822 1.170 0.217
C 6.099 1.498 -0.528
H 6.502 2.438 -0.161
H 5.880 1.596 -1.588
H 6.830 0.707 -0.383
H 4.967 1.160 1.304
C 3.630 2.049 -0.212
O 3.551 2.559 -1.299
N 2.601 2.010 0.704
C 1.283 1.664 0.404
C 0.453 1.315 1.473
C -0.790 0.770 1.233
C -1.201 0.565 -0.071
C -0.415 0.959 -1.136
C 0.822 1.529 -0.904
H 1.452 1.824 -1.728
H -0.771 0.787 -2.140
S -2.730 -0.313 -0.320
O -2.685 -1.523 0.455
O -2.995 -0.434 -1.728
N -3.809 0.725 0.455
C -4.133 1.893 -0.357
H -3.874 2.798 0.200
H -3.534 1.858 -1.268
C -5.641 1.819 -0.665
H -5.851 2.056 -1.705
H -6.187 2.517 -0.029
C -6.013 0.380 -0.305
H -5.784 -0.287 -1.137
H -7.059 0.269 -0.028
C -5.058 0.092 0.850
H -5.405 0.562 1.776
H -4.874 -0.966 1.026
H -1.439 0.468 2.038
H 0.811 1.435 2.485
H 2.866 1.726 1.642
H 3.693 -1.382 -2.009
H 2.133 -2.642 -3.439
H 0.035 -3.525 -2.467
H -0.461 -3.217 -0.104
H 1.763 -1.479 2.190
H -0.099 -3.572 2.376
H -0.129 -2.075 3.321
H -1.012 -2.169 1.785


What should be chosen as the least stable of them? Choose run A.


Run A
10
Properties=species:S:1:pos:R:3 method="wB97M-V/def2-TZVPD" homo_lumo_gap_ev="5.59 / 5.60"
C -0.736 0.316 -0.778
C 0.804 -0.781 1.202
O 1.950 -0.704 1.894
S 0.807 -0.528 -0.565
Cl 0.501 -1.585 -3.368
H -1.396 -0.309 -0.320
H -1.035 0.207 -1.932
H -0.590 1.429 -0.567
H -0.131 -0.773 1.627
H 2.639 -0.678 1.203


Run B
10
Properties=species:S:1:pos:R:3 method="wB97M-V/def2-TZVPD" smiles=OSCCCl homo_lumo_gap_ev=9.05
C -0.720 0.598 -0.082
C -0.443 -1.107 0.582
O 1.828 1.330 -0.651
S 0.434 1.046 -1.371
Cl -0.895 -2.225 -0.640
H -1.644 0.696 -0.519
H -0.682 1.266 0.791
H 0.673 -1.171 0.933
H -1.039 -1.037 1.526
H 2.489 0.604 -0.569


What should be chosen as the least stable of them? Choose run A.


Run A
17
Properties=species:S:1:pos:R:3 method="wB97M-V/def2-TZVPD" smiles=CSSCCCO homo_lumo_gap_ev=9.75
C 1.927 -0.362 0.010
C 1.714 -1.029 1.389
O 0.700 -2.061 1.277
C 0.711 0.086 -0.804
S -0.174 1.163 0.308
S -1.641 2.118 -0.756
C -3.147 1.250 -0.645
H 2.501 0.567 0.132
H 2.633 -0.995 -0.526
H 2.589 -1.704 1.488
H 1.558 -0.504 2.331
H 0.073 -1.752 0.629
H 0.060 -0.718 -1.136
H 0.962 0.616 -1.710
H -3.893 2.051 -0.826
H -3.211 0.526 -1.460
H -3.361 0.749 0.298


Run B
17
Properties=species:S:1:pos:R:3 method="wB97M-V/def2-TZVPD" smiles=CSSCCCO homo_lumo_gap_ev=9.70
C -0.956 1.034 -1.561
C -0.106 2.046 -0.739
O 1.037 2.435 -1.481
C -0.572 -0.429 -1.401
S -0.932 -1.325 0.134
S 0.790 -1.353 1.218
C 0.668 -0.024 2.344
H -1.990 1.329 -1.319
H -0.780 1.203 -2.631
H -0.636 2.999 -0.709
H 0.027 1.586 0.248
H 1.645 1.748 -1.774
H 0.466 -0.593 -1.696
H -1.154 -1.057 -2.079
H 1.097 0.882 1.909
H -0.384 0.118 2.609
H 1.160 -0.191 3.299


Run C
17
Properties=species:S:1:pos:R:3 method="wB97M-V/def2-TZVPD" smiles=C1CCSSC1.O homo_lumo_gap_ev=8.80
S -1.808 -0.054 -1.491
S -0.743 -1.557 -2.461
C -0.489 0.818 -0.634
C 0.227 -2.337 -1.080
C 0.216 -0.088 0.290
C 1.040 -1.237 -0.390
H 0.274 1.264 -1.300
H -0.929 1.635 -0.030
H 0.825 -3.173 -1.490
H -0.597 -2.773 -0.483
H -0.555 -0.579 0.914
H 0.842 0.536 0.957
H 1.584 -1.763 0.419
H 1.793 -0.787 -1.065
O -0.776 3.371 2.276
H -1.065 3.642 3.176
H 0.158 3.082 2.392


Run D
17
Properties=species:S:1:pos:R:3 method="wB97M-V/def2-TZVPD" smiles=CSSCCCO homo_lumo_gap_ev=9.36
C -0.374 0.110 -2.176
C 1.096 -0.204 -2.235
O 1.347 -1.637 -2.224
C -0.946 -0.105 -0.793
S -0.359 1.214 0.365
S -0.662 0.369 2.195
C 0.509 -1.010 2.190
H -0.566 1.144 -2.507
H -0.981 -0.460 -2.894
H 1.584 0.197 -3.131
H 1.712 0.129 -1.404
H 0.721 -2.059 -1.644
H -0.569 -1.019 -0.346
H -2.028 -0.174 -0.808
H 1.187 -0.884 1.344
H 1.173 -0.912 3.045
H 0.003 -1.966 2.089


What should be chosen as the least stable of them? Choose run A.


Run A
9
Properties=species:S:1:pos:R:3 method="wB97M-V/def2-TZVPD" total_charge=+1 homo_lumo_gap_ev="6.85 / 8.32" spin_multiplicity=3 s2=2.01
C 1.524 0.364 0.324
C 0.298 -0.357 0.279
N -1.028 0.157 -0.219
O 2.352 0.960 0.838
O 1.241 -0.258 -0.819
H -0.031 -1.678 0.727
H -0.967 1.015 -0.834
H -1.784 0.313 0.505
H -1.606 -0.516 -0.801


Run B
9
Properties=species:S:1:pos:R:3 method="wB97M-V/def2-TZVPD" total_charge=+1 homo_lumo_gap_ev="10.05 / 8.54" spin_multiplicity=3 s2=2.01
C 0.097 0.200 0.425
C -1.126 -0.125 -0.307
N 1.526 -0.193 0.109
O 2.395 -0.909 0.254
O 1.141 0.914 -0.366
H 0.151 0.690 1.351
H -1.650 0.744 -0.738
H -1.716 -0.700 0.438
H -0.819 -0.621 -1.166


What should be chosen as the least stable of them? Choose run B.


Run A
22
Properties=species:S:1:pos:R:3 method="wB97M-V/def2-TZVPD" total_charge=+1 smiles="C[C@]1(N)CCC(=[NH2+])N1N" homo_lumo_gap_ev=11.01
C -0.558 1.349 0.475
C 0.893 1.694 0.214
C -2.152 -0.684 -0.344
C -0.780 -0.208 0.175
C 1.536 0.524 -0.320
N 0.638 -0.390 -0.738
N 2.832 0.397 -0.415
N 1.027 -1.560 -1.420
N -0.315 -1.076 1.297
H -0.904 1.502 1.523
H -1.156 2.053 -0.080
H 0.870 2.429 -0.656
H 1.524 2.177 0.894
H -2.924 -0.952 0.491
H -2.046 -1.555 -0.947
H -2.693 0.120 -0.842
H 3.238 -0.448 -0.962
H 3.322 1.196 -0.168
H 0.426 -1.687 -2.212
H 0.846 -2.418 -0.926
H -0.015 -0.393 2.019
H -1.129 -1.499 1.718


Run B
22
Properties=species:S:1:pos:R:3 method="wB97M-V/def2-TZVPD" total_charge=+1 homo_lumo_gap_ev=9.87
C 1.559 0.781 0.279
C -0.512 0.250 0.523
C 2.223 0.756 1.605
C -2.340 -1.119 -0.094
C -0.602 -1.259 -1.559
N -0.927 1.371 -0.096
N -0.148 2.155 -0.574
N 1.157 1.928 -0.339
N -0.890 -1.025 -0.121
H 1.930 -0.091 -0.227
H -0.743 0.124 1.611
H 2.271 -0.151 2.088
H 1.885 1.658 2.174
H 3.305 0.994 1.430
H -2.694 -0.328 -0.716
H -2.668 -2.089 -0.325
H -2.560 -0.744 0.949
H -0.451 -0.319 -2.061
H 0.311 -1.820 -1.687
H -1.336 -1.779 -2.186
H 1.633 2.468 -1.036
H -0.403 -1.763 0.362


What should be chosen as the least stable of them? Choose run B.


Run A
10
Properties=species:S:1:pos:R:3 method="wB97M-V/def2-TZVPD" smiles="O=C/C=C/[N+](=O)[O-]" homo_lumo_gap_ev=8.85
C -0.330 0.054 -0.368
C 0.797 0.914 -0.719
C -0.544 -0.063 1.121
N 1.309 1.019 -1.986
O 0.349 0.154 1.950
O 0.864 0.264 -2.842
O 2.122 1.854 -2.263
H -0.716 -0.467 -1.202
H 1.450 1.334 0.124
H -1.548 -0.222 1.610


Run B
10
Properties=species:S:1:pos:R:3 method="wB97M-V/def2-TZVPD" smiles="O=C=CCON=O" homo_lumo_gap_ev=9.79
C 0.129 0.215 -2.219
C -0.393 -0.330 0.095
C 0.299 0.579 -0.981
N -2.214 -0.294 1.680
O -1.768 -0.034 0.375
O 0.004 -0.239 -3.302
O -3.394 -0.238 1.748
H -0.168 -1.369 -0.335
H -0.014 -0.166 1.064
H 0.873 1.508 -0.934


Run C
10
Properties=species:S:1:pos:R:3 method="wB97M-V/def2-TZVPD" homo_lumo_gap_ev="8.90 / 8.53"
C 1.123 0.684 -1.551
C 0.069 -0.164 0.251
C -1.093 -0.013 1.081
N 1.548 -1.361 -0.916
O 1.840 1.359 -2.177
O 0.143 0.815 -0.744
O 0.736 -1.249 0.037
H -1.057 -0.285 2.075
H -1.897 -0.754 0.958
H -1.411 0.968 0.986


What should be chosen as the least stable of them? Choose run C.


Run A
10
Properties=species:S:1:pos:R:3 method="wB97M-V/def2-TZVPD" smiles="[H]/N=C(/C=O)OC=O" homo_lumo_gap_ev=10.63
N -0.926 1.350 -1.056
C -0.434 0.381 -0.426
O 0.774 -0.207 -0.763
C 1.589 -0.553 0.270
O 1.377 -0.301 1.420
C -1.261 -0.300 0.641
O -1.313 -1.499 0.734
H -0.313 1.654 -1.814
H 2.473 -1.065 -0.128
H -1.854 0.388 1.266


Run B
10
Properties=species:S:1:pos:R:3 method="wB97M-V/def2-TZVPD" homo_lumo_gap_ev=9.65
C -1.741 0.203 -1.130
C 0.626 -0.239 0.122
C 0.303 -1.339 0.840
N 0.718 0.976 0.451
O -0.811 -1.779 0.877
O -2.536 -0.483 -1.618
O 0.796 1.951 -0.527
H 0.465 1.499 -1.301
H 1.119 -2.091 0.943
H 1.062 1.301 1.342


What should be chosen as the least stable of them? Choose run B.


Run A
10
Properties=species:S:1:pos:R:3 method="wB97M-V/def2-TZVPD" homo_lumo_gap_ev=9.49
N -0.401 -1.128 -1.507
C 0.147 -0.443 -0.609
O 0.304 0.945 -0.666
C -0.278 1.677 0.285
O -1.105 1.092 1.069
C 0.827 -1.127 0.548
O 1.434 -0.528 1.397
H -0.798 -0.537 -2.240
H -0.855 2.277 1.202
H 0.724 -2.226 0.521


Run B
10
Properties=species:S:1:pos:R:3 method="wB97M-V/def2-TZVPD" smiles="CC1=[N+]([O-])OC1=O" homo_lumo_gap_ev=9.71
C 1.390 -0.980 -0.017
C -1.497 -0.001 0.084
C 0.186 -0.071 0.069
N 0.975 0.980 0.104
O 1.657 -2.151 -0.084
O 1.016 2.160 0.185
O 2.209 0.096 -0.001
H -1.587 1.031 -0.417
H -1.826 -0.868 -0.730
H -2.523 -0.197 0.805


Run C
10
Properties=species:S:1:pos:R:3 method="wB97M-V/def2-TZVPD" homo_lumo_gap_ev=10.51
C 1.034 -0.669 -0.043
C 0.669 0.774 -0.010
O -0.880 0.956 0.821
N -1.148 0.850 -0.806
C -1.814 0.098 0.007
O 1.291 1.757 -0.083
O -2.609 -0.732 0.282
H 1.463 -0.877 -1.024
H 1.800 -0.824 0.718
H 0.194 -1.332 0.138


What should be chosen as the least stable of them? Choose run B.